[1]
The following is a quantum chemistry calculation of a 2-piece molecular cluster, C7H15N6 overall in a non-equilibrium geometry, from the OMol25 dataset.

ORCA input file:
```
! RIJCOSX wB97M-V def2-TZVPD def2/J DEFGRID3
* xyz 1 1
C 2.50 1.67 0.17
C 1.05 0.37 -1.04
C 1.63 1.79 1.28
C 1.73 -0.41 -3.49
C 2.16 -1.44 -2.51
C 0.95 -0.59 -2.17
C 0.36 1.21 1.10
N 2.22 1.04 -0.93
N 0.12 0.54 -0.08
N -1.93 -1.49 0.94
N -0.18 1.62 3.40
N -2.99 -0.41 1.00
N -0.56 1.27 2.09
H 3.44 2.15 0.18
H 1.80 2.11 2.31
H -3.66 -0.51 0.24
H 2.25 0.56 -3.52
H 1.25 -0.50 -4.44
H 1.91 -2.49 -2.79
H 3.13 -1.10 -1.98
H -0.05 -1.19 -2.26
H -0.68 -0.11 -0.07
H -1.83 -1.86 0.02
H -2.18 -2.23 1.54
H -1.00 1.44 3.96
H 0.28 2.60 3.46
H -3.51 -0.63 1.84
H -1.51 0.77 1.94
*
```

- lowest unoccupied orbital energy (eV) = -3.296
- E_HOMO (eV) = -11.957
- maximum force (Eh/bohr) = 0.0620
- ΔE to the lowest compared entry with this formula, charge and spin (kJ/mol) = 134.4


[2]
The following is a quantum chemistry calculation of a 2-piece molecular cluster, C4H10NO overall in a non-equilibrium geometry, from the OMol25 dataset.

ORCA input file:
```
! RIJCOSX wB97M-V def2-TZVPD def2/J DEFGRID3
* xyz 1 1
C -0.89 1.11 -3.04
C 0.28 -0.87 2.57
C 0.12 1.04 -2.21
C 0.53 -0.13 1.22
N -0.48 -0.62 0.39
O -0.23 -1.80 -0.10
H -1.02 -2.16 -0.55
H -0.83 1.65 -3.98
H -1.85 0.65 -2.85
H 0.59 -1.91 2.48
H 0.88 -0.36 3.32
H -0.77 -0.82 2.87
H 1.09 1.48 -2.35
H -0.04 0.53 -1.23
H 1.54 -0.37 0.89
H 0.37 0.94 1.36
*
```

- lowest unoccupied orbital energy (eV) = -7.813
- E_HOMO (eV) = -13.895
- maximum force (Eh/bohr) = 0.0487
- ΔE to the lowest compared entry with this formula, charge and spin (kJ/mol) = 535.8


[3]
The following is a quantum chemistry calculation of C5H9NO2 as an isolated structure in a non-equilibrium geometry, from the OMol25 dataset.

ORCA input file:
```
! RIJCOSX wB97M-V def2-TZVPD def2/J DEFGRID3
* xyz 0 1
C -1.23 1.12 -0.43
C -0.34 -0.63 1.61
C 1.02 -0.44 1.45
C 0.92 -0.14 -0.83
C 0.76 -0.40 -2.10
O 1.82 -0.23 2.52
O -2.14 0.24 -1.03
N 1.58 -0.23 0.25
H 2.67 0.10 2.20
H -1.65 -0.37 -1.59
H -0.70 1.74 -1.15
H -1.80 1.79 0.22
H -0.84 -1.34 0.95
H -0.74 -0.63 2.61
H -0.75 0.44 0.62
H 1.24 -1.27 -2.55
H 0.18 0.24 -2.75
*
```

- lowest unoccupied orbital energy (eV) = 0.181
- E_HOMO (eV) = -8.137
- maximum force (Eh/bohr) = 0.0416
- ΔE to the lowest compared entry with this formula, charge and spin (kJ/mol) = 489.0


[4]
The following is a quantum chemistry calculation of a 2-piece molecular cluster, C13H10N7O6 overall in a non-equilibrium geometry, from the OMol25 dataset.

ORCA input file:
```
! RIJCOSX wB97M-V def2-TZVPD def2/J DEFGRID3
* xyz -1 1
C -3.93 0.52 1.59
C -2.47 0.22 1.53
C -1.52 1.24 1.43
C -0.16 0.96 1.42
C 0.31 -0.37 1.56
C 1.70 -0.65 1.65
N 2.63 0.33 1.43
O 3.84 0.03 1.17
O 2.29 1.56 1.50
C -0.67 -1.42 1.57
C -2.02 -1.12 1.58
H -4.48 -0.36 1.92
H -4.14 1.34 2.29
H -4.33 0.83 0.61
H -1.84 2.29 1.35
H 0.56 1.75 1.30
H 2.07 -1.68 1.73
H -0.31 -2.45 1.54
H -2.77 -1.91 1.63
O -0.43 -3.91 8.00
N 0.61 -4.19 7.37
O 1.14 -5.33 7.42
C 1.28 -3.21 6.52
C 2.43 -3.55 5.82
C 3.04 -2.61 4.97
N 4.34 -2.81 4.37
O 4.91 -3.91 4.40
O 4.84 -1.78 3.85
C 2.50 -1.34 4.77
N 1.38 -1.03 5.50
N 0.73 0.17 5.53
N -0.25 0.05 6.40
N -0.29 -1.19 6.95
C 0.73 -1.88 6.39
H 2.90 -4.52 5.96
H 2.94 -0.57 4.14
*
```

- lowest unoccupied orbital energy (eV) = 0.222
- E_HOMO (eV) = -3.642
- maximum force (Eh/bohr) = 0.0614


[5]
The following is a quantum chemistry calculation of an isolated molecule of C4H7NO in a non-equilibrium geometry, from the OMol25 dataset.

ORCA input file:
```
! RIJCOSX wB97M-V def2-TZVPD def2/J DEFGRID3
* xyz 0 1
C -1.60 -0.92 0.09
C -0.21 0.01 -0.17
O -0.90 1.12 0.39
C 1.28 0.37 0.39
C 2.47 -0.07 -0.36
N 3.42 -0.37 -0.95
H -2.58 -0.34 0.19
H -1.73 -1.53 -0.78
H -1.53 -1.46 1.03
H -0.01 0.07 -1.27
H -1.39 1.54 -0.30
H 1.44 0.15 1.45
H 1.30 1.48 0.33
*
```

- lowest unoccupied orbital energy (eV) = 0.627
- SMILES string = C[C@@H](O)CC#N
- E_HOMO (eV) = -9.955
- maximum force (Eh/bohr) = 0.0569
- ΔE to the lowest compared entry with this formula, charge and spin (kJ/mol) = 325.4


[6]
The following is a quantum chemistry calculation of an isolated molecule of C4H7N3, from the OMol25 dataset.

ORCA input file:
```
! RIJCOSX wB97M-V def2-TZVPD def2/J DEFGRID3
* xyz 0 1
C 1.48 -0.52 0.22
C 0.18 1.36 0.11
N -1.00 0.76 0.26
C -1.16 -0.42 -0.51
N -2.30 -0.91 -0.71
C 0.22 -0.84 -1.04
N 0.49 -1.27 -2.13
H 2.33 0.09 -0.08
H 1.81 -1.56 0.14
H 1.27 -0.38 1.29
H 0.54 1.55 -0.90
H 0.55 1.99 0.91
H -1.41 0.74 1.18
H -2.20 -1.79 -1.23
*
```

- lowest unoccupied orbital energy (spin up / spin down) (eV) = -0.366 / -0.958
- E_HOMO (spin up / spin down) (eV) = -8.282 / -7.218
- maximum force (Eh/bohr) = 0.0136
- ΔE to the lowest compared entry with this formula, charge and spin (kJ/mol) = 468.3


[7]
The following is a quantum chemistry calculation of a 2-piece molecular cluster, C2H9N3O overall in a non-equilibrium geometry, from the OMol25 dataset.

ORCA input file:
```
! RIJCOSX wB97M-V def2-TZVPD def2/J DEFGRID3
* xyz 0 1
C 2.03 0.56 -0.99
N 1.32 -0.56 -0.35
C 0.28 -0.34 0.49
N -0.13 -1.52 1.14
N -0.50 0.72 0.59
H 1.57 1.41 -0.52
H 3.12 0.37 -1.00
H 1.94 0.58 -2.09
H 1.66 -1.51 -0.33
H -0.70 -2.12 0.55
H -0.85 -1.22 1.80
H -0.70 0.91 1.56
H -3.50 0.58 -0.81
H -2.28 1.03 -0.01
O -3.25 1.11 -0.05
*
```

- lowest unoccupied orbital energy (eV) = 0.674
- SMILES string = [H]/N=C(\N)NC.O
- E_HOMO (eV) = -8.637
- maximum force (Eh/bohr) = 0.0632
- ΔE to the lowest compared entry with this formula, charge and spin (kJ/mol) = 150.9


[8]
The following is a quantum chemistry calculation of C2H4N2O4 as an isolated structure in a non-equilibrium geometry, from the OMol25 dataset.

ORCA input file:
```
! RIJCOSX wB97M-V def2-TZVPD def2/J DEFGRID3
* xyz 0 1
C -0.92 -0.29 -0.72
C -0.12 -0.24 0.54
N 0.80 -1.07 1.16
O -1.51 -0.49 0.55
O 1.27 1.55 0.18
O -1.06 -1.27 -1.62
N -0.02 1.23 0.44
O -0.84 1.02 -1.09
H 1.30 2.52 0.16
H -1.47 -0.92 -2.42
H 1.69 -1.11 0.68
H 0.89 -0.92 2.15
*
```

- lowest unoccupied orbital energy (eV) = 0.352
- E_HOMO (eV) = -9.171
- maximum force (Eh/bohr) = 0.0522
- ΔE to the lowest compared entry with this formula, charge and spin (kJ/mol) = 459.1


- Among the records above, which one has the highest maximum force?
  C2H9N3O


Copy entry 5 word for word.
The following is a quantum chemistry calculation of an isolated molecule of C4H7NO in a non-equilibrium geometry, from the OMol25 dataset.

ORCA input file:
```
! RIJCOSX wB97M-V def2-TZVPD def2/J DEFGRID3
* xyz 0 1
C -1.60 -0.92 0.09
C -0.21 0.01 -0.17
O -0.90 1.12 0.39
C 1.28 0.37 0.39
C 2.47 -0.07 -0.36
N 3.42 -0.37 -0.95
H -2.58 -0.34 0.19
H -1.73 -1.53 -0.78
H -1.53 -1.46 1.03
H -0.01 0.07 -1.27
H -1.39 1.54 -0.30
H 1.44 0.15 1.45
H 1.30 1.48 0.33
*
```

- lowest unoccupied orbital energy (eV) = 0.627
- SMILES string = C[C@@H](O)CC#N
- E_HOMO (eV) = -9.955
- maximum force (Eh/bohr) = 0.0569
- ΔE to the lowest compared entry with this formula, charge and spin (kJ/mol) = 325.4